[1]
111
Properties=species:S:1:pos:R:3:forces:R:3 method="wB97M-V/def2-TZVPD" lumo_energy_ev=-8.46 e_above_lowest_kcal_mol=12.8 gap_ha=0.198 homo_energy_ev=-13.85 total_charge=+3
In -1.563840 1.028896 -0.142931 -0.301 0.685 2.418
F 4.760853 1.968078 -2.435319 -0.091 -0.005 0.894
C 4.471707 1.610268 -1.148839 0.970 -0.881 -0.723
C 3.159364 1.568300 -0.776847 0.822 -0.223 -0.558
C 2.768861 1.067717 0.466291 0.728 0.480 0.351
C 1.362401 1.040038 0.787659 0.032 0.020 1.136
O 0.562723 1.226970 -0.208818 -0.551 -0.185 0.208
C 1.048747 0.848510 2.183089 0.154 0.029 -1.625
C 2.094293 0.735306 3.065022 0.496 -0.081 0.660
N 3.424258 0.748502 2.758337 -0.658 0.601 -0.350
C 4.374317 1.210118 3.753029 2.043 -0.525 1.232
C 5.610386 0.290390 4.019051 -1.211 0.447 0.229
C 4.508859 0.454080 5.050242 -0.384 -0.948 -0.891
C 3.798398 0.823224 1.403541 0.164 0.424 -0.081
C 5.170339 0.791029 0.984869 -0.257 0.556 -0.431
C 5.545229 1.087437 -0.346373 -1.044 0.144 0.479
N 6.853349 0.868474 -0.890467 -0.576 -0.478 0.702
C 7.571432 2.063237 -1.341444 0.226 0.691 -1.061
C 8.935802 1.722166 -1.999462 -1.202 0.668 0.048
N 9.680409 0.790086 -1.119015 2.522 -0.029 -0.503
C 8.950834 -0.490346 -0.927796 -1.177 0.362 0.177
C 7.610290 -0.225334 -0.218375 -0.011 0.342 0.123
C -0.345461 0.723153 2.792672 1.041 -1.596 0.678
O -0.373580 0.043861 3.828212 -0.817 1.334 -1.384
O -1.300815 1.263749 2.121669 -0.770 -0.204 -1.081
H 2.437779 1.897303 -1.494567 -0.344 -0.026 -0.264
H 1.766727 0.617064 4.117866 0.748 0.186 -0.592
H 4.593540 2.286735 3.866150 -0.658 -0.536 -0.749
H 6.559961 0.748161 4.309124 -0.314 -0.134 -0.496
H 5.631289 -0.609317 3.394088 0.082 0.233 0.600
H 4.792259 1.058469 5.904018 -0.382 -0.274 0.073
H 3.799231 -0.389583 5.170719 0.671 0.691 0.296
H 5.933418 0.666543 1.750753 -0.262 -0.242 -0.411
H 7.769882 2.847386 -0.579964 -0.316 -0.566 0.128
H 6.959025 2.560466 -2.149465 0.615 -0.483 0.917
H 9.530666 2.643988 -2.109325 -0.293 -0.461 -0.159
H 8.753049 1.228860 -2.964263 0.400 0.083 0.308
H 9.947962 1.242563 -0.219797 -0.557 -0.311 -0.454
H 10.635131 0.589273 -1.558910 -1.491 0.194 0.535
H 9.589065 -1.125525 -0.351663 0.202 -0.580 0.353
H 8.765363 -0.918001 -1.911489 0.192 0.053 -0.050
H 7.786094 0.009188 0.845324 0.215 -0.017 -0.201
H 7.027821 -1.178973 -0.220999 0.283 0.864 -0.199
N -5.286863 3.599247 0.233802 0.667 0.301 0.103
C -6.545170 3.007388 0.007596 -2.010 0.279 0.436
C -7.713354 3.615400 0.566175 1.401 -0.436 -0.367
C -8.953349 3.033041 0.327199 -0.636 0.629 0.425
C -9.018856 1.906217 -0.459050 0.084 -0.727 -0.674
C -7.894949 1.260426 -0.957204 0.580 0.651 0.247
C -6.646576 1.851808 -0.754832 -0.633 0.151 1.014
S -5.210571 1.107004 -1.385042 0.332 -1.269 -0.990
N -3.925626 1.851620 -0.581096 1.155 1.419 0.925
C -4.091523 3.051539 -0.049655 -0.447 -1.143 -0.482
C -2.918431 3.938835 0.079984 3.211 -0.802 0.090
C -2.989490 5.280652 0.373138 0.054 -0.178 0.152
C -1.851877 6.109049 0.288577 -0.752 -0.299 0.790
C -0.625597 5.556575 -0.030002 -1.220 0.453 -0.007
C -0.593547 4.210795 -0.278735 -1.017 -1.679 0.372
N -1.664757 3.372496 -0.174924 -0.808 1.120 -0.505
H -5.289418 4.415571 0.833003 -0.112 -0.175 -0.319
H -7.588506 4.536513 1.151279 -0.209 -0.457 -0.180
H -9.909631 3.428015 0.743091 1.112 -0.073 -0.377
H -9.949125 1.486575 -0.785168 -0.563 -0.069 0.366
H -8.005679 0.327042 -1.492905 0.100 0.071 -0.135
H -3.948574 5.594542 0.760678 0.272 0.878 -0.327
H -1.956982 7.144670 0.587153 0.091 0.025 -0.191
H 0.268480 6.140824 -0.059121 0.333 0.231 -0.140
H 0.344284 3.767198 -0.527510 0.369 -0.576 -0.056
F 1.100980 -7.654502 0.128682 -0.706 0.699 2.219
C 0.626681 -7.059672 1.299770 0.830 -1.924 0.739
F 1.697034 -6.939414 2.205115 -1.992 -0.160 -1.861
F -0.295885 -7.918898 1.897985 1.667 1.491 -1.250
C 0.030322 -5.736065 0.936450 -0.971 3.244 -0.112
C -0.737229 -5.572871 -0.242745 0.020 -0.947 0.628
C -1.195538 -4.322851 -0.670901 0.287 0.031 0.744
C -1.001707 -3.191516 0.118789 1.608 -0.627 1.494
C -0.239934 -3.294319 1.310290 -0.745 0.148 -0.772
C 0.230114 -4.533879 1.716490 0.761 -1.593 -0.150
P -1.852184 -1.685714 -0.298658 -0.392 0.757 -0.533
C -3.581437 -1.962024 0.216711 -0.589 -0.572 -1.209
C -3.930637 -1.464479 1.458766 0.615 0.337 0.030
C -5.227749 -1.630593 1.938459 -1.518 0.005 0.286
C -6.226746 -2.355293 1.214535 2.832 0.607 -0.977
C -5.845959 -2.769515 -0.113219 -0.902 -0.381 1.337
C -4.547655 -2.645511 -0.567758 0.886 0.621 -0.040
C -7.525170 -2.791324 1.849237 -0.943 -0.948 1.120
F -8.415065 -1.780683 2.027514 0.716 -0.797 -0.512
F -8.077010 -3.779621 1.086230 0.177 1.196 0.668
F -7.342359 -3.344045 3.112493 0.154 0.888 -1.816
C -1.507802 -1.585371 -2.072972 -0.802 0.214 -1.445
C -0.191018 -1.731037 -2.580859 -0.785 0.254 0.444
C 0.081591 -1.550445 -3.921576 -0.082 0.494 -0.931
C -0.968405 -1.224009 -4.838998 -0.586 -0.236 2.589
C -2.266478 -1.086391 -4.350617 -0.584 -0.406 0.291
C -2.532843 -1.261670 -2.977041 0.654 0.272 -0.631
C -0.780322 -1.110443 -6.274381 1.034 -0.751 -3.517
F 0.531804 -1.436964 -6.556304 -1.527 0.459 -0.184
F -1.598457 -2.036872 -6.966558 1.460 1.893 1.277
F -1.019796 0.133750 -6.817699 0.149 -1.804 0.978
H -1.072701 -6.484129 -0.758665 0.519 0.561 -0.169
H -1.673231 -4.192099 -1.617066 -0.486 -0.370 -0.449
H -0.050281 -2.354880 1.843814 0.003 -0.675 0.284
H 0.813382 -4.619883 2.639647 -0.208 0.092 -0.379
H -3.100590 -0.995829 2.028132 -1.069 0.041 0.062
H -5.516280 -1.099738 2.861035 0.252 -0.765 -0.242
H -6.578583 -3.256236 -0.758520 0.186 -0.011 0.326
H -4.251212 -3.065563 -1.539636 -0.355 0.254 0.433
H 0.620966 -1.955664 -1.905387 0.091 -0.131 0.064
H 1.140053 -1.626759 -4.236664 -0.964 -0.028 -0.071
H -3.155898 -0.946759 -5.012842 1.132 0.091 0.421
H -3.558471 -1.105734 -2.683085 -0.118 -0.153 0.369

[2]
9
Properties=species:S:1:pos:R:3:forces:R:3 method="wB97M-V/def2-TZVPD" lumo_energy_ev="0.39 / -2.92" e_above_lowest_kcal_mol=101.6 gap_ha="0.295 / 0.294" homo_energy_ev="-7.65 / -10.93" multiplicity=3
C 0.184827 0.158249 -0.988744 -1.373 -5.197 0.694
C -0.372681 -1.281030 0.362053 1.542 2.550 -2.238
O 0.805860 2.726855 -0.384332 -0.180 1.199 -2.234
O -0.502832 1.465167 1.214235 -1.799 -0.678 -0.242
S 0.371835 1.439703 0.063731 3.615 1.384 4.166
H 0.972599 -0.209412 -1.673945 -0.645 0.928 0.313
H -1.361799 -1.258503 -0.008053 -1.289 0.040 0.438
H -0.160749 -0.798465 1.352153 -0.291 -0.855 -1.197
H 0.062941 -2.242562 0.062903 0.419 0.630 0.300

[3]
19
Properties=species:S:1:pos:R:3:forces:R:3 method="wB97M-V/def2-TZVPD" lumo_energy_ev="-7.66 / -13.60" e_above_lowest_kcal_mol=57.5 gap_ha="0.490 / 0.273" homo_energy_ev="-21.00 / -21.03" total_charge=+2 multiplicity=2
C -1.137538 0.613508 -0.775537 -0.701 -0.869 2.101
C -0.234737 -0.693728 -1.052483 -1.494 2.560 -1.023
C 0.689661 -1.209401 0.068927 -2.782 0.061 0.510
C 1.595727 -0.171135 0.745057 -2.160 1.157 0.919
N 1.617422 0.983131 -0.137168 3.144 -0.106 3.528
N -1.988924 0.276699 0.558279 3.030 -0.551 -0.008
H -0.538329 1.451676 -0.506996 0.354 0.853 0.176
H -1.966310 1.016772 -1.404217 1.135 -1.009 -0.493
H 0.374315 -0.402571 -1.915625 -0.145 -0.162 -0.139
H -1.045935 -1.321549 -1.424559 0.814 -1.145 0.181
H 0.039593 -1.762769 0.757743 0.721 0.071 0.375
H 1.385588 -1.865875 -0.327785 0.970 -1.676 -1.103
H 2.503149 -0.565828 1.157293 1.376 -0.416 -1.292
H 1.227537 0.249276 1.691873 -1.048 -0.218 -0.198
H 2.549427 1.188246 -0.430809 1.033 -0.091 -2.190
H 1.447311 1.776720 0.461774 -1.563 1.196 -0.530
H -1.542409 0.536743 1.478667 -0.527 -0.374 -1.206
H -2.075463 -0.733377 0.499457 -0.263 -0.327 0.519
H -2.900079 0.633462 0.556102 -1.896 1.044 -0.127

[4]
63
Properties=species:S:1:pos:R:3:forces:R:3 method="wB97M-V/def2-TZVPD" lumo_energy_ev="-9.33 / -12.86" gap_ha="0.232 / 0.103" homo_energy_ev="-15.65 / -15.65" total_charge=+3 multiplicity=5
Pt 0.275800 0.232823 -0.122319 0.449 0.054 0.616
Br 0.124047 -4.989912 5.136370 -0.007 0.094 -0.059
C 0.093735 -3.363497 4.206513 0.002 -0.131 0.065
C 0.219521 -2.167210 4.906347 0.001 0.008 0.008
C 0.209772 -0.966365 4.225241 0.021 0.090 -0.076
C 0.061207 -0.954457 2.837326 0.075 -0.190 0.156
C -0.045190 -2.160126 2.146046 -0.039 0.182 -0.061
C -0.036849 -3.363648 2.821744 0.007 -0.022 0.030
N 0.057382 0.243477 2.089120 -0.229 0.014 -0.458
C -0.183797 1.402049 2.563547 0.042 -0.004 0.075
C -0.082484 2.586136 1.704775 -0.031 0.103 -0.026
C -0.204045 3.869216 2.212450 -0.014 -0.056 0.021
C -0.067420 4.950923 1.351075 0.014 0.024 -0.027
C 0.180139 4.718474 0.007067 0.003 -0.023 0.045
C 0.287735 3.407262 -0.433938 0.016 0.063 0.007
N 0.161431 2.374410 0.397023 -0.118 -0.260 -0.127
H 0.340199 -2.181873 5.980472 0.005 0.003 0.000
H 0.352256 -0.046939 4.777980 0.005 -0.025 0.033
H -0.158468 -2.144182 1.064990 0.002 -0.057 0.000
H -0.124289 -4.301047 2.290798 0.002 0.004 -0.010
H -0.465516 1.551003 3.603056 0.087 -0.024 0.017
H -0.390906 4.015994 3.268157 -0.002 0.006 -0.003
H -0.143910 5.961861 1.729101 -0.011 -0.001 -0.002
H 0.301119 5.533714 -0.692379 0.005 -0.002 -0.005
H 0.499305 3.175889 -1.470714 -0.009 -0.009 -0.004
O 3.649643 -6.034302 -0.770712 -0.132 -0.068 0.007
C 4.753692 -5.179962 -0.666308 0.303 0.047 -0.009
N 4.157447 -3.857721 -0.555674 0.070 0.026 0.017
C 4.922417 -2.788350 -0.278406 -0.037 -0.173 -0.043
O 6.120761 -2.856904 -0.111358 -0.015 0.071 0.022
C 4.244764 -1.437678 -0.156454 0.027 0.104 0.005
C 5.071210 -0.352545 0.121585 -0.014 0.011 -0.017
C 4.519817 0.910575 0.259214 -0.011 -0.060 -0.017
C 3.155740 1.059058 0.123906 0.111 0.041 -0.027
N 2.353465 0.016429 -0.143404 -0.333 0.131 0.041
C 2.890134 -1.209404 -0.282143 0.000 -0.067 0.010
H 3.944235 -6.942151 -0.897313 0.036 0.017 -0.008
H 5.410940 -5.220536 -1.541100 -0.109 -0.016 -0.046
H 5.371316 -5.366021 0.216552 -0.113 -0.022 0.051
H 3.172282 -3.821479 -0.748169 0.008 0.037 -0.007
H 6.134296 -0.532702 0.223223 -0.001 -0.015 0.003
H 5.136967 1.771120 0.474158 -0.013 0.014 -0.009
H 2.686566 2.026656 0.223924 -0.024 -0.023 0.024
H 2.193001 -2.009996 -0.491610 -0.017 0.011 0.018
C -0.818154 0.532226 -5.060313 0.048 0.003 0.106
C -2.034750 0.572556 -4.177853 0.011 0.077 -0.357
O -1.601993 0.365505 -2.771278 -0.482 -0.275 0.386
P -2.634159 0.157384 -1.611540 0.650 0.743 -0.030
O -1.932944 -0.004058 -0.303370 0.005 -0.015 -0.497
Te -4.033171 -1.841326 -2.158289 -0.204 -0.280 0.012
O -3.806183 1.156475 -1.701787 -0.008 -0.296 0.009
C -3.745486 2.618064 -1.391630 -0.052 0.365 0.155
C -3.850467 2.859568 0.091217 -0.024 -0.160 -0.063
H -1.129407 0.687458 -6.093146 -0.015 -0.002 -0.003
H -0.311955 -0.429751 -4.995120 -0.009 0.000 -0.014
H -0.119606 1.325155 -4.795945 -0.007 0.003 -0.010
H -2.737221 -0.225263 -4.443180 0.020 0.003 0.082
H -2.555741 1.527497 -4.226894 0.011 -0.007 0.072
H -4.593287 3.024263 -1.934729 0.013 -0.054 -0.049
H -2.821458 3.007299 -1.820132 0.001 -0.076 -0.044
H -4.778233 2.450559 0.488578 -0.003 0.018 0.001
H -3.860205 3.936851 0.259706 0.009 0.011 0.002
H -3.009551 2.422376 0.630547 0.024 0.037 0.010